{
  "formula": "C36H31IrN6O7S",
  "method": "ωB97M-V/def2-TZVPD",
  "lumo_ev": [-5.01, -5.44],
  "orbital_gap_ev": [5.3, 4.9],
  "s2": 0.78,
  "multiplicity": 2,
  "relative_energy_kcal_mol": 96.3,
  "total_charge": 1,
  "homo_energy_ev": [-10.34, -10.34],
  "elements": ["Ir", "S", "O", "O", "O", "O", "O", "O", "O", "N", "N", "N", "N", "N", "N", "C", "C", "C", "C", "C", "C", "C", "C", "C", "C", "C", "C", "C", "C", "C", "C", "C", "C", "C", "C", "C", "C", "C", "C", "C", "C", "C", "C", "C", "C", "C", "C", "C", "C", "C", "C", "H", "H", "H", "H", "H", "H", "H", "H", "H", "H", "H", "H", "H", "H", "H", "H", "H", "H", "H", "H", "H", "H", "H", "H", "H", "H", "H", "H", "H", "H", "H"],
  "positions_angstrom": [[-0.076, -0.680, -0.322], [-0.855, 0.448, -3.851], [-0.393, 0.069, 1.903], [3.680, -4.588, 3.503], [0.182, -2.411, 1.192], [-0.300, -0.142, -5.027], [-2.271, 0.318, -0.409], [2.097, -0.770, -0.362], [-0.344, 1.706, -3.393], [-0.632, -2.504, -1.459], [1.255, 1.903, 0.333], [-6.737, 1.095, -4.032], [-1.334, -2.560, -3.703], [-0.710, -0.585, -2.565], [0.259, 1.399, -0.287], [-2.630, 0.605, -3.967], [2.410, 1.365, 0.672], [-2.156, 1.674, -0.434], [-1.125, -4.572, -2.448], [1.848, -3.540, 2.338], [0.622, 1.068, 3.779], [-4.803, -0.276, -4.435], [2.985, 3.525, 1.738], [5.290, 2.426, 2.819], [4.981, 3.747, 3.060], [3.646, -5.706, 2.638], [1.061, -2.379, 2.102], [-3.241, 2.539, -0.416], [-1.422, -3.866, -3.612], [-3.048, 3.914, -0.408], [3.992, -0.512, 0.971], [-3.187, 1.808, -3.564], [2.847, -3.562, 3.285], [1.304, -1.221, 2.936], [-3.536, -0.273, -0.200], [-3.433, -0.437, -4.405], [0.467, -0.060, 2.788], [-0.894, -1.883, -2.639], [-0.677, 3.601, -0.475], [2.330, -1.281, 3.890], [4.466, 1.620, 2.022], [3.816, 4.293, 2.519], [-4.553, 1.982, -3.597], [4.790, 0.260, 1.749], [3.288, 2.178, 1.466], [2.791, -0.015, 0.383], [3.080, -2.411, 4.077], [-5.387, 0.940, -4.037], [-1.766, 4.444, -0.462], [-0.843, 2.208, -0.414], [-0.747, -3.807, -1.356], [5.694, -0.148, 2.178], [3.732, -5.397, 1.592], [0.429, 0.708, 4.787], [-1.207, -5.642, -2.391], [2.556, -0.405, 4.474], [4.250, -1.534, 0.738], [-0.090, 1.850, 3.528], [1.649, -4.393, 1.712], [-2.974, -1.356, -4.731], [5.639, 4.365, 3.655], [3.870, -2.453, 4.807], [0.329, 3.988, -0.527], [6.189, 2.002, 3.235], [2.092, 3.950, 1.308], [-4.998, 2.924, -3.312], [1.634, 1.467, 3.725], [-3.902, 4.573, -0.361], [-1.773, -4.373, -4.504], [-7.303, 0.403, -4.492], [-3.356, -1.346, -0.167], [-5.440, -1.071, -4.799], [-1.616, 5.514, -0.479], [-2.524, 2.606, -3.267], [-4.244, 2.146, -0.391], [2.733, -6.291, 2.777], [-0.536, -4.220, -0.379], [-7.123, 2.020, -3.942], [-4.216, -0.044, -1.025], [4.510, -6.309, 2.913], [-3.973, 0.043, 0.751], [3.578, 5.329, 2.707]],
  "forces_ev_per_a": [[0.3, 1.9, -1.8], [-0.5, 0.8, -0.5], [-0.1, 0.0, -1.0], [0.0, 0.3, 0.2], [-1.7, 0.7, -2.0], [-0.2, -0.2, 0.3], [1.2, -0.8, 0.1], [-2.1, -1.2, -0.5], [0.1, -0.1, 0.3], [0.3, 1.8, 0.4], [-0.2, 0.6, -0.9], [-0.5, 0.0, 0.0], [0.2, 0.8, -0.1], [1.6, 0.8, 2.2], [1.3, -3.4, 1.7], [0.8, 0.0, 0.1], [-0.3, -1.5, -0.3], [1.1, 1.0, 0.3], [0.1, 0.3, 0.2], [-0.2, 0.1, -0.5], [-0.5, -0.1, -0.2], [0.0, 0.2, 0.0], [0.0, -0.2, -0.1], [0.0, 0.3, 0.0], [0.1, -0.2, 0.0], [0.0, -0.3, -0.2], [1.9, 0.6, 1.9], [0.0, -0.1, 0.2], [0.0, -0.4, 0.3], [0.2, -0.1, 0.0], [0.3, -0.2, -0.4], [0.0, 0.1, -0.2], [-0.1, 0.5, 0.1], [-0.5, -0.5, -1.0], [-0.7, -0.5, 0.1], [-0.1, 0.0, -0.2], [0.7, -0.1, 0.7], [-0.5, -2.3, -0.3], [0.0, -0.6, -0.1], [0.2, -0.4, 0.1], [-0.5, 0.5, -0.1], [0.1, -0.1, -0.1], [-0.1, -0.2, -0.2], [-0.4, -0.1, -0.3], [0.5, 0.7, 0.7], [-0.2, 1.3, 0.7], [0.0, 0.0, 0.0], [0.6, 0.0, 0.2], [-0.2, 0.0, 0.0], [-2.0, 1.5, -0.5], [0.0, -1.0, 0.1], [0.1, -0.1, 0.0], [0.0, 0.0, 0.1], [0.1, 0.0, 0.1], [0.0, -0.1, 0.0], [0.0, 0.1, 0.2], [0.0, -0.1, 0.0], [0.0, 0.0, 0.0], [0.0, -0.1, -0.1], [0.0, 0.0, -0.1], [0.0, 0.0, 0.0], [0.1, 0.0, 0.1], [0.0, 0.0, 0.0], [0.2, -0.1, 0.1], [-0.1, 0.1, 0.0], [0.0, 0.1, 0.1], [0.1, 0.0, 0.0], [-0.1, 0.0, -0.1], [0.0, -0.1, 0.0], [0.0, 0.1, 0.0], [-0.1, 0.1, 0.0], [0.0, -0.1, 0.0], [0.0, 0.0, 0.0], [0.0, 0.1, 0.1], [-0.1, -0.1, 0.0], [0.0, 0.0, 0.0], [0.0, -0.1, 0.0], [0.0, -0.2, -0.1], [0.1, 0.0, 0.0], [-0.1, 0.0, -0.1], [0.1, 0.1, -0.1], [-0.1, 0.1, 0.0]],
  "mulliken_charge": [1.813, 1.144, -0.590, -0.454, -0.781, -0.651, -0.055, -0.643, -0.652, 0.046, -0.118, -0.512, -0.498, -0.335, -0.145, -0.597, -0.281, 0.782, -1.000, -0.367, -1.769, -0.949, -0.537, -1.028, -0.597, -0.839, 0.270, -0.635, -0.198, -0.750, -0.727, -0.298, 0.769, 0.465, -1.106, -0.287, 0.995, 0.739, -0.137, -0.602, 1.389, -0.819, -0.854, -1.092, 0.678, 1.042, -1.166, 1.145, -1.002, -0.133, 0.021, 0.445, 0.350, 0.513, 0.430, 0.439, 0.550, 0.344, 0.467, 0.596, 0.414, 0.485, 0.602, 0.443, 0.400, 0.347, 0.392, 0.483, 0.460, 0.202, 0.288, 0.347, 0.444, 0.659, 0.556, 0.335, 0.425, 0.206, 0.206, 0.248, 0.384, 0.449]
}



{
  "formula": "C35H52AuP3SSb",
  "method": "ωB97M-V/def2-TZVPD",
  "lumo_ev": [-7.68, -11.58],
  "orbital_gap_ev": [6.6, 3.2],
  "s2": 2.03,
  "multiplicity": 3,
  "total_charge": 3,
  "homo_energy_ev": [-14.29, -14.75],
  "elements": ["Au", "Sb", "S", "P", "P", "P", "C", "C", "C", "C", "C", "C", "C", "C", "C", "C", "C", "C", "C", "C", "C", "C", "C", "C", "C", "C", "C", "C", "C", "C", "C", "C", "C", "C", "C", "C", "C", "C", "C", "C", "C", "H", "H", "H", "H", "H", "H", "H", "H", "H", "H", "H", "H", "H", "H", "H", "H", "H", "H", "H", "H", "H", "H", "H", "H", "H", "H", "H", "H", "H", "H", "H", "H", "H", "H", "H", "H", "H", "H", "H", "H", "H", "H", "H", "H", "H", "H", "H", "H", "H", "H", "H", "H"],
  "positions_angstrom": [[0.130, 0.736, -0.566], [0.608, -0.623, 2.294], [-1.683, -1.220, -5.694], [-0.177, -1.300, -1.759], [0.174, 3.127, 0.669], [2.572, 0.747, -0.461], [-0.932, 1.870, 5.638], [-3.398, -2.536, 1.814], [-2.265, -1.730, 1.653], [-4.118, 0.861, -8.918], [1.941, -2.153, 3.182], [1.599, 1.239, 4.641], [3.378, -0.884, -0.493], [2.204, -3.330, 2.477], [-1.415, 1.844, -1.854], [0.457, 0.686, 4.040], [0.884, 3.535, 2.309], [-2.030, -0.208, -8.288], [-2.578, -0.539, -7.031], [3.510, 1.586, 0.858], [-0.804, 0.996, 4.551], [1.473, 2.113, 5.726], [-4.688, 0.455, -7.715], [0.366, -2.838, -0.986], [0.757, -1.060, -3.283], [-3.940, -0.270, -6.792], [2.537, -1.959, 4.427], [-1.896, -1.628, -2.211], [0.210, 2.430, 6.223], [-1.303, -2.649, 3.666], [3.063, -4.299, 3.011], [3.667, -4.086, 4.254], [-1.206, -1.805, 2.555], [1.080, 4.299, -0.404], [-2.131, 1.271, -0.754], [-3.486, -3.380, 2.934], [-2.799, 0.516, -9.207], [3.109, 1.575, -1.981], [3.406, -2.914, 4.964], [-1.422, 4.000, 0.879], [-2.447, -3.428, 3.861], [-4.200, -2.495, 1.078], [-1.171, 2.906, -1.867], [2.333, -1.059, 5.002], [0.925, 5.332, -0.064], [-2.523, -4.071, 4.747], [1.124, 4.613, 2.355], [-4.375, -0.597, -5.851], [-4.697, 1.441, -9.632], [3.880, -2.735, 5.936], [-0.999, -0.492, -8.502], [-2.428, 1.889, 0.096], [4.467, -0.717, -0.556], [0.115, 3.102, 7.076], [4.208, 1.539, -2.040], [1.737, -3.509, 1.512], [-2.343, -0.766, -2.728], [2.670, 1.067, -2.851], [-2.352, 0.822, -10.151], [3.307, 1.126, 1.841], [-0.278, -3.070, -0.120], [2.379, 2.526, 6.182], [3.285, 2.663, 0.902], [-0.499, -2.707, 4.392], [4.341, -4.836, 4.662], [0.252, -3.621, -1.753], [2.153, 4.079, -0.392], [0.711, 4.201, -1.429], [-1.233, 5.024, 1.240], [-4.378, -3.990, 3.072], [-1.389, 1.342, -2.825], [1.833, -1.016, -3.075], [1.799, 2.958, 2.511], [3.154, -1.445, 0.431], [4.584, 1.464, 0.630], [-2.229, -1.028, 0.818], [1.418, -2.777, -0.667], [-1.701, 0.547, 4.119], [-2.704, 0.349, -0.883], [-1.973, 4.042, -0.068], [-2.485, -1.874, -1.312], [-1.923, 2.097, 6.036], [-2.037, 3.474, 1.624], [0.155, 3.306, 3.104], [0.443, -0.118, -3.751], [-1.867, -2.493, -2.890], [-5.712, 0.707, -7.478], [2.772, 2.622, -1.972], [2.597, 0.976, 4.289], [3.257, -5.213, 2.445], [3.055, -1.468, -1.368], [0.529, -1.901, -3.947], [-0.391, -1.258, -6.152]],
  "forces_ev_per_a": [[0.4, 0.6, 1.8], [-0.5, -0.9, 1.5], [-0.3, 0.4, -1.0], [0.1, 0.2, 1.1], [0.2, 1.0, 0.8], [0.1, 0.1, -0.4], [0.2, 0.0, 0.0], [0.3, 0.0, 0.5], [-0.2, -0.2, -0.1], [-0.2, 0.2, -0.2], [-0.1, 0.4, -0.4], [-0.2, 0.1, 0.0], [0.1, -0.1, 0.0], [0.3, -0.1, 0.1], [-1.8, -0.5, 1.2], [0.1, -0.3, -0.3], [0.3, -0.3, 0.4], [0.1, 0.8, -1.1], [0.9, -0.5, 0.4], [0.0, 0.1, 0.2], [-0.1, 0.2, 0.1], [0.2, -0.2, -0.2], [0.2, -0.8, 1.4], [0.1, -0.3, -0.3], [-0.2, -0.3, -0.4], [-1.3, 0.7, 0.0], [0.1, 0.2, 0.2], [0.0, -0.2, -0.4], [-0.2, -0.1, -0.1], [-0.3, -0.1, -0.1], [-0.2, 0.3, 0.0], [-0.1, 0.1, -0.1], [0.4, 0.3, 0.2], [-0.1, -0.2, -0.2], [0.7, 1.0, -2.0], [-0.1, 0.2, -0.5], [1.7, -0.8, 0.3], [0.5, 0.0, -0.1], [-0.1, -0.1, -0.2], [-0.3, -0.2, -0.2], [0.1, 0.1, 0.0], [0.1, 0.0, 0.3], [0.0, -0.3, 0.1], [0.0, -0.2, -0.1], [0.0, -0.3, 0.0], [0.0, 0.3, -0.4], [-0.2, -0.4, -0.2], [-0.1, 0.1, -0.1], [0.1, -0.1, 0.1], [-0.2, -0.1, -0.4], [-0.3, 0.2, -0.1], [0.3, -0.3, -0.3], [-0.4, -0.2, 0.0], [0.0, -0.2, -0.2], [-0.3, 0.1, -0.2], [0.0, 0.0, 0.1], [0.1, -0.3, 0.1], [0.2, 0.2, 0.2], [-0.1, -0.2, 0.2], [0.1, 0.2, -0.4], [0.2, 0.1, -0.3], [-0.4, -0.1, -0.1], [0.1, -0.5, 0.0], [0.0, 0.0, -0.1], [-0.1, 0.2, -0.1], [0.1, 0.0, 0.4], [-0.2, 0.1, 0.0], [0.2, 0.1, 0.0], [0.0, -0.4, -0.2], [0.2, 0.1, 0.0], [0.0, 0.1, 0.3], [-0.3, -0.1, -0.1], [-0.4, 0.3, 0.0], [0.1, 0.2, -0.3], [-0.4, 0.0, 0.1], [0.1, -0.1, 0.1], [-0.5, -0.1, -0.1], [0.2, 0.1, 0.1], [0.4, 0.3, 0.1], [0.0, 0.2, 0.2], [0.3, 0.0, -0.4], [0.3, -0.1, -0.1], [0.2, 0.2, -0.2], [0.3, 0.0, -0.3], [0.1, -0.2, 0.1], [-0.3, 0.1, 0.2], [0.0, -0.1, 0.0], [0.1, -0.4, -0.1], [-0.2, 0.1, 0.0], [0.0, 0.3, 0.2], [0.2, 0.2, 0.3], [0.3, 0.1, -0.1], [-0.7, 0.1, -0.3]],
  "mulliken_charge": [2.290, -0.172, -0.037, 0.593, 0.844, 0.482, -0.632, -0.468, -0.217, -0.346, 0.611, -0.431, -0.988, -0.322, -0.860, 1.009, -1.196, -0.343, 0.887, -0.945, -0.634, -0.751, -0.529, -1.006, -1.244, -0.433, -0.580, -1.221, -0.732, -0.443, -0.720, -0.593, 0.013, -1.403, -0.528, -0.643, -0.499, -1.193, -0.757, -1.621, -0.670, 0.430, 0.368, 0.567, 0.494, 0.435, 0.579, 0.406, 0.433, 0.431, 0.371, 0.054, 0.563, 0.429, 0.473, 0.256, 0.290, 0.280, 0.410, 0.021, 0.222, 0.435, 0.354, 0.466, 0.397, 0.659, 0.361, 0.328, 0.475, 0.392, 0.272, 0.185, 0.149, 0.075, 0.581, 0.457, 0.172, 0.422, 0.502, 0.464, 0.141, 0.436, 0.394, 0.336, 0.332, 0.575, 0.416, 0.304, 0.333, 0.423, 0.372, 0.469, 0.244]
}



> What is the formula in the first record?

C36H31IrN6O7S